(1)
The following is a quantum chemistry calculation of a molecular structure, C43H66BCsN9O4Si, from the Open Molecules 2025 dataset.

Element x y z (Å)
Cs  0.24  0.62  0.97
C  0.02  3.48  -2.72
C  -0.61  3.98  -1.46
C  -1.20  5.19  -1.27
C  -1.62  5.17  0.04
N  -1.28  3.99  0.62
N  -0.67  3.27  -0.33
B  -1.60  3.63  2.17
N  -2.50  2.36  2.43
C  -3.17  2.14  3.58
C  -3.81  0.92  3.51
C  -3.44  0.42  2.29
C  -3.85  -0.90  1.71
N  -2.64  1.29  1.67
N  -0.30  3.40  3.05
C  0.57  4.33  3.48
C  1.47  3.74  4.35
C  1.10  2.41  4.39
C  1.74  1.33  5.20
N  0.03  2.22  3.60
N  -2.39  4.87  2.73
C  -3.73  5.00  2.82
C  -4.04  6.28  3.21
C  -2.82  6.91  3.31
C  -2.59  8.35  3.66
N  -1.84  6.05  3.01
H  -0.04  4.25  -3.52
H  1.09  3.24  -2.54
H  -0.51  2.56  -3.06
H  -1.31  6.00  -1.98
H  -2.12  6.00  0.52
H  -3.21  2.82  4.43
H  -4.44  0.46  4.26
H  -4.52  -1.44  2.41
H  -4.38  -0.74  0.75
H  -2.94  -1.52  1.53
H  0.55  5.39  3.24
H  2.27  4.22  4.90
H  2.57  1.74  5.82
H  0.98  0.88  5.88
H  2.13  0.55  4.53
H  -4.46  4.23  2.60
H  -5.02  6.71  3.36
H  -3.56  8.86  3.84
H  -1.97  8.42  4.57
H  -2.07  8.85  2.82
O  1.99  2.92  1.27
H  2.89  2.95  1.69
H  1.82  3.85  0.99
O  -1.14  -1.03  -0.98
H  -0.79  -1.35  -1.85
H  -2.05  -1.39  -0.92
C  1.95  -0.77  -4.60
C  1.25  -0.11  -3.39
C  0.81  1.31  -3.80
C  -0.05  -0.89  -3.06
Si  2.44  -0.07  -1.78
C  3.75  1.45  -1.79
C  4.77  1.31  -0.64
C  4.52  1.53  -3.12
C  3.00  2.79  -1.55
C  3.27  -1.84  -1.34
C  2.26  -3.00  -1.55
C  3.67  -1.88  0.16
C  4.51  -2.12  -2.21
H  1.30  -0.75  -5.48
H  2.19  -1.82  -4.41
H  2.88  -0.26  -4.86
H  0.08  1.27  -4.62
H  1.65  1.91  -4.17
H  0.34  1.85  -2.97
H  -0.75  -0.85  -3.91
H  -0.56  -0.47  -2.19
H  0.13  -1.95  -2.86
H  5.43  0.46  -0.78
H  4.27  1.21  0.34
H  5.42  2.20  -0.58
H  5.06  0.60  -3.33
H  5.26  2.34  -3.09
H  3.87  1.73  -3.97
H  2.41  2.76  -0.63
H  2.32  3.04  -2.37
H  3.71  3.62  -1.47
H  1.34  -2.84  -0.99
H  2.69  -3.95  -1.21
H  2.01  -3.13  -2.61
H  2.81  -1.66  0.81
H  4.46  -1.17  0.40
H  4.04  -2.87  0.43
H  4.28  -2.09  -3.28
H  4.93  -3.11  -1.98
H  5.31  -1.39  -2.02
C  -3.35  -3.91  -3.80
C  -3.03  -4.99  -2.80
C  -2.99  -6.32  -3.24
C  -2.71  -7.36  -2.36
C  -2.45  -7.07  -1.02
C  -2.47  -5.75  -0.54
N  -2.11  -5.51  0.82
C  -0.75  -5.42  1.27
C  0.14  -6.49  1.07
C  1.46  -6.43  1.50
C  1.93  -5.28  2.13
C  1.07  -4.21  2.34
C  -0.28  -4.26  1.92
C  -1.15  -3.05  2.14
O  -2.41  -3.25  2.19
O  -0.58  -1.92  2.23
C  -2.78  -4.69  -1.44
C  -2.82  -3.27  -0.94
H  -3.46  -4.32  -4.81
H  -2.54  -3.18  -3.84
H  -4.29  -3.42  -3.54
H  -3.19  -6.56  -4.28
H  -2.68  -8.38  -2.70
H  -2.23  -7.88  -0.33
H  -2.58  -4.66  1.18
H  -0.20  -7.40  0.58
H  2.13  -7.27  1.34
H  2.96  -5.22  2.47
H  1.43  -3.30  2.82
H  -3.55  -3.18  -0.13
H  -3.13  -2.55  -1.70
H  -1.83  -2.96  -0.59
H  2.56  -0.77  1.93

HOMO-LUMO gap (spin up / spin down) (hartree): 0.161 / 0.125
2S+1: 2
Largest force on an atom (Eh/bohr): 0.0939
Total charge: -2
Expectation value of S²: 0.76
HOMO energy (spin up / spin down) (eV): -0.81 / 0.14



(2)
The following is a quantum chemistry calculation of a molecular structure, C43H66BCsN9O4Si, from the Open Molecules 2025 dataset.

Element x y z (Å)
Cs  -0.21  -0.35  -0.72
C  -3.23  -3.98  0.41
C  -3.52  -2.86  -0.53
C  -4.73  -2.23  -0.70
C  -4.50  -1.29  -1.67
N  -3.20  -1.36  -2.06
N  -2.61  -2.33  -1.37
B  -2.46  -0.53  -3.18
N  -2.28  1.01  -2.66
C  -3.33  1.69  -2.14
C  -2.97  2.98  -1.83
C  -1.66  3.07  -2.20
C  -0.78  4.27  -2.09
N  -1.26  1.89  -2.71
N  -1.22  -1.48  -3.60
C  -1.49  -2.74  -4.05
C  -0.31  -3.40  -4.33
C  0.67  -2.50  -4.01
C  2.14  -2.71  -4.12
N  0.10  -1.36  -3.57
N  -3.38  -0.42  -4.44
C  -3.09  -0.76  -5.71
C  -4.16  -0.46  -6.52
C  -5.10  0.08  -5.66
C  -6.45  0.58  -6.04
N  -4.60  0.10  -4.41
H  -4.14  -4.25  0.99
H  -2.43  -3.67  1.12
H  -2.89  -4.87  -0.16
H  -5.66  -2.43  -0.18
H  -5.25  -0.62  -2.07
H  -4.32  1.31  -1.98
H  -3.58  3.76  -1.39
H  -1.33  5.12  -1.64
H  -0.42  4.56  -3.10
H  0.10  4.03  -1.45
H  -2.48  -3.16  -4.18
H  -0.19  -4.41  -4.70
H  2.36  -3.73  -4.51
H  2.61  -2.60  -3.12
H  2.57  -1.96  -4.82
H  -2.15  -1.18  -6.06
H  -4.24  -0.61  -7.59
H  -6.62  0.46  -7.13
H  -6.53  1.66  -5.78
H  -7.22  0.01  -5.49
O  -2.98  0.53  -0.72
H  -3.32  1.44  -0.53
H  -3.79  -0.01  -0.92
O  1.35  -2.80  -0.72
H  1.03  -3.72  -0.90
H  2.32  -2.90  -0.55
C  5.07  1.47  -2.89
C  3.56  1.34  -2.60
C  2.88  2.70  -2.90
C  2.94  0.32  -3.60
Si  3.21  0.74  -0.72
C  3.27  2.23  0.62
C  3.21  1.68  2.06
C  4.56  3.07  0.48
C  2.04  3.15  0.44
C  4.26  -0.88  -0.18
C  4.35  -1.90  -1.34
C  3.55  -1.60  0.99
C  5.70  -0.51  0.24
H  5.24  1.84  -3.91
H  5.59  0.52  -2.80
H  5.55  2.18  -2.20
H  2.99  2.97  -3.95
H  3.34  3.51  -2.32
H  1.81  2.67  -2.67
H  3.05  0.68  -4.63
H  1.87  0.17  -3.41
H  3.43  -0.66  -3.56
H  4.10  1.11  2.33
H  2.33  1.04  2.21
H  3.14  2.50  2.79
H  5.46  2.46  0.59
H  4.60  3.85  1.24
H  4.62  3.57  -0.49
H  1.10  2.58  0.51
H  2.04  3.68  -0.51
H  2.01  3.92  1.22
H  3.36  -2.17  -1.71
H  4.84  -2.83  -1.00
H  4.94  -1.53  -2.17
H  2.52  -1.86  0.74
H  3.53  -1.00  1.90
H  4.07  -2.53  1.24
H  6.24  0.02  -0.55
H  6.27  -1.41  0.49
H  5.71  0.14  1.13
C  -4.78  1.82  6.19
C  -3.30  1.58  6.25
C  -2.44  2.69  6.38
C  -1.06  2.52  6.41
C  -0.52  1.24  6.28
C  -1.34  0.11  6.12
N  -0.78  -1.20  5.97
C  0.54  -1.44  5.45
C  1.64  -1.42  6.32
C  2.94  -1.56  5.83
C  3.15  -1.70  4.46
C  2.06  -1.71  3.58
C  0.75  -1.58  4.06
C  -0.41  -1.62  3.10
O  -1.51  -2.08  3.55
O  -0.21  -1.19  1.92
C  -2.75  0.28  6.18
C  -3.65  -0.93  6.04
H  -5.01  2.88  6.08
H  -5.26  1.47  7.11
H  -5.22  1.30  5.33
H  -2.85  3.69  6.44
H  -0.41  3.38  6.49
H  0.56  1.14  6.26
H  -1.40  -1.67  5.27
H  1.47  -1.29  7.39
H  3.78  -1.55  6.51
H  4.16  -1.80  4.07
H  2.22  -1.81  2.51
H  -3.22  -1.81  6.52
H  -3.84  -1.14  4.98
H  -4.61  -0.77  6.54
H  -0.21  2.07  0.82

HOMO-LUMO gap (spin up / spin down) (hartree): 0.144 / 0.112
2S+1: 2
Largest force on an atom (Eh/bohr): 0.1435
Total charge: -2
Expectation value of S²: 0.76
HOMO energy (spin up / spin down) (eV): -0.45 / 0.43



(3)
The following is a quantum chemistry calculation of 4 unconnected molecules or ions with the total composition C43H66N6O2PS, from the Open Molecules 2025 dataset.

Element x y z (Å)
C  4.54  2.23  -0.04
C  5.89  2.97  -0.10
C  6.34  3.55  1.24
C  6.88  2.51  2.25
C  5.96  2.17  3.45
C  5.29  0.80  3.34
C  6.27  -0.38  3.49
C  5.91  -1.58  2.60
C  5.94  -1.24  1.11
C  4.83  -1.90  0.27
C  3.43  -1.75  0.87
C  2.30  -1.90  -0.15
C  0.91  -1.74  0.51
C  0.22  -0.44  0.19
N  0.93  0.74  0.86
C  0.30  1.87  0.45
N  0.84  2.70  -0.42
N  -1.01  2.03  0.89
P  -1.50  3.62  1.33
O  -1.42  3.57  2.93
O  -3.05  3.75  1.04
S  -0.52  5.12  0.63
C  -1.85  0.97  0.15
C  -3.37  1.05  0.16
C  -4.20  0.77  1.40
C  -5.21  -0.18  1.27
C  -6.06  -0.49  2.32
C  -5.92  0.14  3.55
C  -4.92  1.08  3.70
C  -4.08  1.39  2.65
C  -1.27  -0.41  0.55
C  -1.46  -0.74  2.03
C  -1.91  -2.18  2.37
C  -2.38  -2.18  3.85
C  -3.05  -2.72  1.48
H  3.99  2.41  -0.96
H  3.94  2.57  0.81
H  4.66  1.15  0.04
H  5.76  3.80  -0.79
H  6.66  2.31  -0.50
H  5.50  4.09  1.68
H  7.13  4.28  1.06
H  7.80  2.93  2.65
H  7.15  1.60  1.72
H  5.18  2.93  3.52
H  6.56  2.21  4.36
H  4.73  0.71  2.41
H  4.55  0.72  4.14
H  7.30  -0.07  3.31
H  6.23  -0.70  4.53
H  6.65  -2.35  2.80
H  4.95  -1.97  2.94
H  6.90  -1.55  0.71
H  5.90  -0.16  0.96
H  5.08  -2.96  0.18
H  4.89  -1.50  -0.74
H  3.30  -2.54  1.61
H  3.32  -0.80  1.40
H  2.44  -1.20  -0.98
H  2.37  -2.89  -0.59
H  0.28  -2.55  0.15
H  1.05  -1.87  1.58
H  0.29  -0.27  -0.89
H  1.87  0.76  0.47
H  1.78  3.06  -0.36
H  0.22  3.15  -1.08
H  -0.92  2.81  3.25
H  -3.55  3.94  1.85
H  -1.58  1.08  -0.91
H  -3.67  0.30  -0.58
H  -3.71  1.99  -0.28
H  -5.35  -0.68  0.33
H  -6.85  -1.21  2.19
H  -6.58  -0.08  4.37
H  -4.81  1.59  4.65
H  -3.31  2.13  2.83
H  -1.73  -1.14  -0.12
H  -0.48  -0.64  2.51
H  -2.10  -0.03  2.55
H  -1.07  -2.86  2.32
H  -1.57  -2.44  4.53
H  -3.17  -2.91  4.01
H  -2.78  -1.21  4.13
H  -3.97  -2.88  2.04
H  -2.77  -3.69  1.07
H  -3.29  -2.09  0.62
N  -3.88  -0.45  -3.19
C  -5.03  -0.24  -3.82
C  -5.13  0.06  -5.17
C  -3.96  0.15  -5.91
C  -2.75  -0.06  -5.27
C  -2.77  -0.36  -3.92
H  -5.93  -0.32  -3.21
H  -6.10  0.22  -5.63
H  -4.00  0.39  -6.97
H  -1.81  0.00  -5.81
H  -1.84  -0.54  -3.39
N  -7.17  2.36  -6.08
C  -7.32  3.00  -4.92
C  -7.53  4.37  -4.83
C  -7.57  5.11  -6.00
C  -7.41  4.46  -7.21
C  -7.22  3.09  -7.19
H  -7.28  2.39  -4.03
H  -7.65  4.84  -3.86
H  -7.73  6.18  -5.97
H  -7.44  5.00  -8.14
H  -7.10  2.54  -8.12
N  3.82  -5.11  -0.96
C  4.00  -5.96  0.06
C  3.52  -7.26  0.06
C  2.83  -7.71  -1.05
C  2.64  -6.85  -2.11
C  3.15  -5.56  -2.02
H  4.54  -5.57  0.91
H  3.70  -7.90  0.92
H  2.44  -8.72  -1.08
H  2.10  -7.16  -3.00
H  3.03  -4.86  -2.83

HOMO-LUMO gap (hartree): 0.283
Largest force on an atom (Eh/bohr): 0.0324
Total charge: +1
HOMO energy (eV): -11.35



(4)
The following is a quantum chemistry calculation of a molecular structure, C43H70CaN3O3PSi, from the Open Molecules 2025 dataset.

Element x y z (Å)
Ca  0.50  -0.76  1.13
C  0.78  1.11  5.28
C  0.32  0.74  3.90
N  1.26  0.51  2.91
O  2.54  0.11  3.50
C  -1.00  0.72  3.59
C  -2.13  1.02  4.53
N  -1.32  0.26  2.25
O  -2.39  -0.67  2.24
H  1.32  2.06  5.27
H  1.46  0.35  5.66
H  -0.06  1.20  5.96
H  3.11  0.89  3.43
H  -2.00  1.96  5.07
H  -2.27  0.22  5.27
H  -3.07  1.08  3.97
O  2.24  -2.13  2.01
C  1.61  -3.09  2.89
C  0.19  -2.74  3.28
C  -0.18  -2.88  4.59
C  -1.58  -2.76  4.88
C  -2.46  -2.46  3.91
C  -1.99  -2.14  2.54
N  -0.63  -2.42  2.25
H  2.59  -1.40  2.58
H  2.22  -3.20  3.79
H  1.62  -4.04  2.35
H  0.53  -3.15  5.35
H  -1.93  -2.95  5.89
H  -3.52  -2.42  4.10
H  -2.65  -2.59  1.77
C  0.81  3.97  2.13
C  2.11  3.44  1.51
C  2.98  4.60  1.02
C  1.91  2.46  0.37
C  1.03  2.69  -0.67
C  0.96  1.89  -1.82
C  0.10  2.52  -2.94
C  0.44  4.02  -3.08
C  0.15  1.96  -4.36
C  1.73  0.71  -1.85
C  2.70  0.50  -0.84
C  2.76  1.37  0.24
C  3.86  -0.50  -0.87
C  3.60  -1.89  -1.44
C  5.07  0.15  -1.54
C  1.64  -0.25  -3.01
C  2.51  0.01  -4.07
C  2.47  -0.71  -5.24
C  1.52  -1.71  -5.39
C  0.68  -2.00  -4.34
C  0.73  -1.33  -3.11
P  -0.32  -1.91  -1.69
C  -0.17  -3.81  -1.59
C  -0.21  -4.65  -2.87
C  -1.29  -4.29  -0.66
C  1.15  -4.17  -0.89
C  -2.10  -1.50  -2.20
C  -3.03  -1.54  -0.98
C  -2.06  -0.05  -2.67
C  -2.71  -2.34  -3.32
H  1.05  4.70  2.90
H  0.24  3.16  2.59
H  0.19  4.47  1.38
H  2.65  2.91  2.29
H  2.46  5.17  0.24
H  3.92  4.24  0.60
H  3.21  5.29  1.84
H  0.39  3.56  -0.60
H  -0.94  2.46  -2.60
H  1.50  4.14  -3.30
H  0.20  4.61  -2.21
H  -0.12  4.43  -3.92
H  1.11  2.20  -4.83
H  -0.63  2.46  -4.94
H  0.00  0.89  -4.45
H  3.51  1.20  1.00
H  4.12  -0.65  0.18
H  3.59  -1.91  -2.53
H  2.65  -2.26  -1.08
H  4.38  -2.57  -1.09
H  4.89  0.31  -2.60
H  5.94  -0.51  -1.45
H  5.32  1.11  -1.09
H  3.20  0.84  -3.97
H  3.16  -0.47  -6.05
H  1.44  -2.26  -6.32
H  -0.05  -2.79  -4.47
H  -1.10  -4.46  -3.48
H  -0.23  -5.70  -2.58
H  0.67  -4.50  -3.48
H  -2.27  -4.27  -1.14
H  -1.32  -3.72  0.28
H  -1.09  -5.33  -0.40
H  2.00  -4.05  -1.55
H  1.11  -5.23  -0.61
H  1.32  -3.60  0.02
H  -2.63  -0.99  -0.12
H  -3.24  -2.55  -0.63
H  -3.98  -1.08  -1.26
H  -1.53  0.59  -1.96
H  -3.08  0.33  -2.77
H  -1.58  0.04  -3.64
H  -2.87  -3.38  -3.03
H  -2.11  -2.31  -4.23
H  -3.69  -1.92  -3.57
C  -3.17  3.73  2.50
Si  -3.30  2.29  1.30
C  -3.36  3.02  -0.44
C  -4.85  1.28  1.61
C  -1.68  1.30  1.27
H  -4.09  4.32  2.49
H  -2.35  4.39  2.22
H  -3.00  3.40  3.52
H  -4.17  3.74  -0.54
H  -3.50  2.23  -1.18
H  -2.42  3.54  -0.68
H  -5.67  1.93  1.91
H  -4.68  0.53  2.38
H  -5.15  0.76  0.70
H  -0.88  2.04  1.30
H  -1.63  0.85  0.27

HOMO-LUMO gap (hartree): 0.245
Largest force on an atom (Eh/bohr): 0.0155
Total charge: 0
HOMO energy (eV): -6.20